# C7H10O2

A single C7H10O2 molecule (wB97M-V/def2-TZVPD, OMol25).

Results
Electronic energy (hartree): -422.9104
HOMO level (eV): -9.271
LUMO energy (eV): 0.8
Gap between HOMO and LUMO (eV): 10.11
ΔE to the lowest compared entry with this formula, charge and spin (kJ/mol): 760.3

XYZ file:
```
19
Properties=species:S:1:pos:R:3:forces:R:3
C -2.4157 -0.4099 -0.5741 1.0 1.3 2.8
C -0.9209 -0.0852 -0.1813 -9.0 4.5 -4.6
C -0.4094 -0.9057 0.7960 2.1 -3.2 3.6
C 0.7776 -0.0570 0.0561 9.2 1.0 10.6
C 2.3359 -0.5139 0.2923 -2.2 -2.2 -0.8
C 0.4860 1.5383 0.3381 -0.5 0.4 -0.4
C -0.8685 1.4986 0.0555 2.6 -0.4 2.0
H -2.3291 -1.2770 -1.1685 -1.0 -2.0 0.4
H -3.0032 -0.1875 0.5207 1.5 -1.8 -3.0
H -2.9104 0.2664 -1.1949 -0.4 1.6 -1.2
H -0.4637 -2.0178 0.4633 0.8 1.9 0.1
H -0.8697 -0.9807 1.8340 1.0 1.1 -1.1
H 2.3966 -1.6697 -0.0329 -0.4 2.1 1.3
H 2.7308 -0.3590 1.3396 -0.7 -0.1 -1.0
H 2.4474 0.6804 -1.4303 3.1 -2.6 3.8
H 1.3466 2.3416 0.4430 -2.2 -1.7 0.1
H -1.7541 2.2374 0.1181 1.8 -1.4 -0.3
O 3.1310 0.1415 -0.6150 -1.9 3.7 -4.5
O 0.2928 -0.2407 -1.0596 -4.7 -2.1 -7.5
```
Forces are in eV/Å.

---

# C7H10O2

A single C7H10O2 molecule (wB97M-V/def2-TZVPD, OMol25).

Results
Electronic energy (hartree): -423.0841
HOMO level (eV): -8.985
LUMO energy (eV): 1.0
Gap between HOMO and LUMO (eV): 9.96
ΔE to the lowest compared entry with this formula, charge and spin (kJ/mol): 304.0
Structure (SMILES): C[C@H]1COC=C[C@@H]2O[C@H]21

XYZ file:
```
19
Properties=species:S:1:pos:R:3:forces:R:3
C 1.9120 -0.7917 0.8008 0.5 0.6 0.6
C 1.0992 0.4345 0.3827 -1.3 0.2 -0.1
C 0.6506 0.2895 -1.1200 1.0 -1.4 0.7
C -1.7441 0.5364 -1.3435 0.5 -0.8 0.4
C -2.1825 -0.1692 -0.2932 -0.2 1.7 0.1
C -1.1965 -0.4116 0.7910 0.9 -1.6 -1.7
C -0.2671 0.6596 1.0694 0.3 -0.6 -0.1
H 2.6208 -0.5037 1.6081 -0.4 -0.3 -0.5
H 2.4895 -1.1689 -0.0506 0.0 0.0 0.2
H 1.2890 -1.5994 1.1889 0.0 0.1 -0.1
H 1.6682 1.3468 0.4574 0.5 0.2 0.2
H 0.5138 -0.8051 -1.3068 0.0 0.7 -0.1
H 1.4683 0.6618 -1.7340 0.0 -0.1 -0.2
H -2.3105 0.7536 -2.2224 -0.7 0.1 -0.2
H -3.2014 -0.4363 -0.3536 -1.0 -0.6 0.3
H -0.6840 -1.3548 0.5295 -0.2 0.2 0.5
H -0.7139 1.6423 1.0166 0.3 0.2 -0.2
O -0.4812 0.9865 -1.5485 -0.1 1.0 -0.1
O -0.9303 -0.0702 2.1283 -0.1 0.3 0.4
```
Forces are in eV/Å.

---

# C7H10O2

A single C7H10O2 molecule (wB97M-V/def2-TZVPD, OMol25).

Results
Electronic energy (hartree): -422.9711
HOMO level (eV): -7.371
LUMO energy (eV): 0.8
Gap between HOMO and LUMO (eV): 8.14
ΔE to the lowest compared entry with this formula, charge and spin (kJ/mol): 600.8

XYZ file:
```
19
Properties=species:S:1:pos:R:3:forces:R:3
C -0.1308 -2.4715 -1.3331 -2.0 -1.7 0.6
C 1.1760 0.0372 1.2070 -1.3 0.1 0.5
C -0.8756 -1.1565 -1.3318 -0.6 1.4 1.3
C -0.0285 0.8553 0.8227 -1.5 -1.3 -0.7
C 0.1555 -1.7459 -0.0530 -1.4 2.2 0.0
C -1.1292 -1.0362 0.1399 3.3 2.2 -2.2
C 0.1938 1.8814 -0.2892 -1.6 1.2 2.7
O 1.3064 -1.1980 0.3774 0.4 -0.5 -0.6
O -2.1776 -1.1409 0.9364 -1.6 -0.2 -1.2
H -0.7115 -3.5160 -1.3839 1.0 2.3 0.6
H 0.7150 -2.5985 -1.9283 1.4 0.2 -1.3
H 2.0341 0.6814 1.0065 0.5 -0.8 0.1
H 1.1611 -0.3910 2.2347 0.1 0.8 -0.5
H -0.8961 -0.1913 -1.9986 0.7 -2.3 1.2
H -0.6413 1.4178 1.5801 0.7 -1.4 -0.2
H -0.7780 2.2082 -0.6847 0.3 -0.1 -0.1
H 0.8286 1.6222 -1.0395 1.7 -1.3 -2.4
H 0.6802 2.7859 0.1505 -0.4 -0.4 -0.1
H -1.7588 -1.3572 1.7334 0.3 -0.5 2.5
```
Forces are in eV/Å.

---

# C7H10O2

A molecular structure, C7H10O2 (wB97M-V/def2-TZVPD, OMol25).

Results
Electronic energy (hartree): -422.8148
HOMO level (eV): -9.319
LUMO energy (eV): 0.5
Gap between HOMO and LUMO (eV): 9.87
ΔE to the lowest compared entry with this formula, charge and spin (kJ/mol): 1011.2

XYZ file:
```
19
Properties=species:S:1:pos:R:3:forces:R:3
C 2.4887 -0.0122 -0.3980 -0.9 0.8 0.4
C 0.9899 -0.2645 -0.0851 3.1 -0.2 -2.6
C 0.2743 -0.2189 1.2266 0.6 2.6 -0.1
C -0.8486 0.1094 0.0336 -1.5 1.3 6.5
C -1.8750 1.2465 0.5548 -0.4 -1.1 1.6
C -0.8973 -1.3215 -0.4937 -1.3 -2.1 -2.1
C 0.4051 -1.5090 -0.7507 1.0 -1.0 -2.9
H 2.5086 1.3840 -0.5877 0.5 -4.8 0.3
H 3.0978 -0.2835 0.7280 -1.3 0.6 -4.0
H 2.4988 -0.9177 -1.5354 1.4 3.4 3.6
H 0.7015 0.5331 1.9641 -1.0 0.3 -1.4
H 0.2361 -1.0444 1.8712 -0.5 -1.9 0.0
H -1.1603 2.2251 0.7156 -2.2 -2.0 -1.3
H -2.4657 1.2695 1.9165 1.7 -0.8 -4.5
H -2.4444 1.1287 -1.2869 0.5 0.2 -1.3
H -1.6850 -2.0659 -0.8550 0.7 1.8 0.7
H 1.0015 -2.0908 -1.7978 -2.1 1.3 4.0
O -2.9198 1.0692 -0.4775 0.0 1.8 2.8
O 0.0940 0.7630 -0.7426 1.7 -0.2 0.3
```
Forces are in eV/Å.

---

# C7H10O3

A molecular structure, C7H10O3 (wB97M-V/def2-TZVPD, OMol25).

Results
Electronic energy (hartree): -498.1877
HOMO level (spin up / spin down) (eV): -7.896 / -7.896
LUMO energy (spin up / spin down) (eV): 0.6 / 0.6
Gap between HOMO and LUMO (spin up / spin down) (eV): 8.49 / 8.49
ΔE to the lowest compared entry with this formula, charge and spin (kJ/mol): 669.5

XYZ file:
```
20
Properties=species:S:1:pos:R:3:forces:R:3
O 0.6797 1.9844 -0.0293 0.6 -1.1 -0.7
C -0.3691 1.2487 0.0068 0.9 0.1 1.5
C -1.8466 1.6092 -0.0291 -0.3 0.1 -0.5
C -1.9757 0.0694 0.0885 0.4 1.0 -0.4
C -1.0704 -0.4011 -1.0591 -0.1 0.1 -0.8
C -0.1849 -1.0685 -0.1731 -0.5 -0.3 1.1
C 0.6148 -2.2988 -0.0753 -0.4 1.2 0.2
O 1.5815 -1.3707 -0.5460 1.8 2.1 -0.4
C -0.6089 -0.0252 0.8550 0.6 -0.9 -0.3
H 2.0029 1.4862 0.0081 0.6 -0.9 0.1
H -2.1744 2.1913 0.8442 0.2 0.0 -0.1
H -2.2192 2.0699 -0.9541 0.0 -0.2 0.3
H -2.8915 -0.4407 0.4000 0.4 -0.1 -0.1
H -1.2500 -0.4913 -2.1331 -0.1 -0.2 0.4
H 0.8022 -2.6534 0.9475 -0.1 -0.3 -0.4
H 0.3732 -3.0437 -0.8416 0.3 -0.1 0.4
H -0.4489 -0.0742 1.9379 -0.1 0.1 -0.2
H 2.3963 -0.3879 -0.1868 -0.1 0.0 0.2
O 3.1766 0.8190 0.0042 -4.2 -0.7 -0.5
H 3.4125 0.7775 0.9354 0.1 0.0 0.2
```
Forces are in eV/Å.

---

# C7H10O3Si

A single C7H10O3Si molecule (wB97M-V/def2-TZVPD, OMol25).

Results
Electronic energy (hartree): -788.0460
HOMO level (eV): -9.240
LUMO energy (eV): 0.5
Gap between HOMO and LUMO (eV): 9.77
ΔE to the lowest compared entry with this formula, charge and spin (kJ/mol): 0.0
Structure (SMILES): CO[Si](O)(O)c1ccccc1

XYZ file:
```
21
Properties=species:S:1:pos:R:3:forces:R:3
C 2.6832 0.5563 1.1872 0.5 -1.9 3.7
C 1.6723 0.1754 2.1079 0.6 2.0 -2.9
C 2.3926 0.8078 -0.1016 2.6 1.1 -3.1
C 0.3881 0.2960 1.6196 -2.5 -1.4 2.0
C 1.1417 0.8269 -0.5618 -5.0 -0.4 1.4
C 0.0138 0.4883 0.3256 1.8 1.2 -2.1
C -1.0644 -1.8626 -1.9317 2.4 3.3 -2.4
O -2.5518 -0.8061 0.6023 -0.8 -0.9 1.3
O -2.5407 1.5157 -0.6922 -2.9 -1.1 -0.7
O -1.5883 -0.5104 -1.7779 -0.3 -1.1 -0.6
Si -1.7473 0.2119 -0.3130 2.6 -1.4 -1.7
H 3.7019 0.5546 1.5766 -0.1 0.0 -0.4
H 1.8231 -0.0293 3.1178 0.6 -0.3 1.4
H 3.1769 1.0217 -0.8988 -0.7 -0.1 1.5
H -0.4883 0.1487 2.2958 1.0 -0.2 -0.1
H 0.8087 1.2679 -1.4672 0.5 -0.2 -1.3
H -1.5562 -2.4874 -2.6819 -0.2 0.6 0.0
H -1.1355 -2.2732 -1.0032 0.2 -1.9 2.4
H 0.0491 -1.6443 -2.2534 -2.0 -1.1 0.7
H -3.0844 -0.5260 1.3454 -0.1 0.0 0.1
H -2.0945 2.2681 -0.4955 1.8 3.8 0.8
```
Forces are in eV/Å.

---

# C7H10S

A single C7H10S molecule (wB97M-V/def2-TZVPD, OMol25).

Results
Electronic energy (hartree): -670.7762
HOMO level (eV): -7.949
LUMO energy (eV): 0.9
Gap between HOMO and LUMO (eV): 8.81
ΔE to the lowest compared entry with this formula, charge and spin (kJ/mol): 334.4
Structure (SMILES): CSC1=CC=C(C)C1

XYZ file:
```
18
Properties=species:S:1:pos:R:3:forces:R:3
C -0.4058 -1.9440 -2.3777 -0.9 0.9 -2.4
C 0.3359 -1.1147 0.2885 -2.7 -2.2 0.7
C -0.3477 -1.2441 1.4957 1.3 3.0 -2.6
C -0.3959 0.2059 1.9953 1.1 -2.2 -3.0
C 0.0677 1.1334 1.1758 -0.1 -2.3 -3.5
C 0.4045 2.5462 0.9809 0.9 3.2 -0.2
C 0.5303 0.2926 -0.0727 -1.3 0.8 0.3
H -0.0163 -0.9481 -2.8693 -0.6 -2.1 0.9
H -1.5055 -1.8679 -2.2717 0.5 0.5 0.8
H -0.4840 -2.7708 -3.1791 1.2 1.0 1.2
H -1.0136 -2.0422 1.8105 0.7 -0.1 0.2
H -0.8408 0.4258 2.8222 -2.6 1.2 5.3
H 1.5642 2.2663 0.9964 -1.8 2.3 0.3
H -0.0665 3.5249 1.6217 1.8 -3.3 -1.0
H 0.2051 2.9794 -0.0923 0.3 -1.5 1.7
H 1.4975 0.4656 -0.4052 2.3 0.6 -0.3
H -0.0395 0.5643 -0.9962 -0.2 -0.3 0.8
S 0.5104 -2.4727 -0.9226 0.2 0.3 0.7
```
Forces are in eV/Å.

---

# C7H11B2F4NO3

2 unconnected molecules or ions with the total composition C7H11B2F4NO3 (wB97M-V/def2-TZVPD, OMol25).

Results
Electronic energy (hartree): -1003.2400
HOMO level (eV): -10.526
LUMO energy (eV): -2.0
Gap between HOMO and LUMO (eV): 8.56

XYZ file:
```
28
Properties=species:S:1:pos:R:3:forces:R:3
O -4.6208 0.0195 -1.2952 0.9 0.5 -0.3
C -3.1939 0.1332 -1.3862 0.7 -0.2 -0.1
C -2.4513 -0.8110 -0.3544 0.0 -0.2 -1.0
C -0.9304 -0.4878 -0.2904 1.4 0.2 0.5
C -0.0965 -0.9556 0.8389 0.8 1.6 -2.8
C 1.3298 -0.6368 0.7833 -1.6 -0.9 0.8
N 1.9143 0.0726 -0.2407 -2.6 -0.5 0.1
C 1.1676 0.5503 -1.3233 -1.7 -1.2 0.7
B 1.9595 1.4135 -2.4399 0.4 1.5 -0.7
O 2.6110 0.9021 -3.5555 -0.4 0.0 1.7
O 1.9752 2.8094 -2.2520 -0.5 -2.2 0.3
C -0.2740 0.2730 -1.3773 2.2 -0.4 1.6
H -4.9518 0.6265 -1.9852 -0.1 -0.5 0.6
H -2.8571 1.2045 -1.2313 -0.4 -1.1 -0.1
H -2.8729 -0.2119 -2.4164 -0.2 0.5 0.9
H -2.5288 -1.8613 -0.7756 0.1 1.0 0.6
H -2.9644 -0.8357 0.6405 0.7 0.3 -0.7
H -0.5584 -1.5398 1.6715 0.9 0.7 -0.7
H 1.9650 -1.0189 1.6356 -0.5 0.6 -0.8
H 2.9160 0.2549 -0.1752 -0.4 0.0 0.0
H 2.8859 -0.0231 -3.4368 -0.4 0.4 -0.3
H 1.4579 2.9880 -1.4446 0.3 0.3 -0.5
H -0.8099 0.6745 -2.2671 0.4 -0.5 1.0
B 1.7866 -0.7057 4.5440 0.1 0.3 1.0
F 1.9931 -1.7108 3.5448 -0.1 0.2 -0.3
F 1.5257 -1.3241 5.7871 0.1 0.2 -0.8
F 2.9496 0.1006 4.6411 -0.5 -0.3 -0.3
F 0.6732 0.0997 4.1604 0.4 -0.4 -0.2
```
Forces are in eV/Å.

---

# C7H11BI2NOS

A molecular structure, C7H11BI2NOS (wB97M-V/def2-TZVPD, OMol25).

Results
Total charge: -1
Electronic energy (hartree): -1421.8272
HOMO level (eV): -5.475
LUMO energy (eV): 2.4
Gap between HOMO and LUMO (eV): 7.89

XYZ file:
```
24
Properties=species:S:1:pos:R:3:forces:R:3
C -1.7031 -0.8881 1.0665 -0.6 -0.2 0.1
C -2.2586 0.1093 0.0810 0.1 0.0 -0.1
I -4.1149 0.9305 0.7045 0.1 0.0 -0.1
C -1.6295 0.3869 -1.0536 -0.3 0.1 0.1
I -2.4782 1.7371 -2.4566 0.2 -0.1 0.2
B -0.1886 -0.2007 -1.5248 0.2 0.3 -0.7
C 1.0920 0.6878 -1.0420 -0.4 -0.1 0.5
C 1.0673 1.3541 0.3507 0.5 0.1 -0.1
C 1.9610 0.6175 1.3601 -0.5 0.2 0.0
S 1.4479 0.8074 3.1020 0.2 0.1 0.2
O -0.0455 -1.6932 -1.0435 0.4 -0.4 -0.4
C 0.4437 -2.5091 -1.8960 -0.7 1.0 0.9
N 0.8560 -3.2782 -2.6510 0.3 -0.5 -0.4
H -2.2855 -0.8920 1.9815 0.1 0.1 0.2
H -0.6624 -0.6923 1.2958 0.2 0.0 0.0
H -1.7813 -1.8844 0.6397 0.1 -0.1 0.0
H -0.1777 -0.2277 -2.7388 0.0 -0.2 0.0
H 1.9598 0.0246 -1.0747 0.2 0.0 -0.2
H 1.2722 1.4565 -1.7898 0.0 0.1 -0.2
H 0.0683 1.4794 0.7582 -0.2 -0.2 -0.1
H 1.4730 2.3628 0.2571 -0.1 0.2 0.1
H 2.0211 -0.4372 1.1158 0.1 -0.2 0.1
H 2.9587 1.0424 1.3377 0.2 -0.2 -0.1
H 0.7044 -0.2936 3.2204 -0.1 -0.1 -0.1
```
Forces are in eV/Å.

---

# C7H11Br

A single C7H11Br molecule (wB97M-V/def2-TZVPD, OMol25).

Results
Electronic energy (hartree): -2847.2737
HOMO level (eV): -9.069
LUMO energy (eV): 0.9
Gap between HOMO and LUMO (eV): 9.92
ΔE to the lowest compared entry with this formula, charge and spin (kJ/mol): 0.0
Structure (SMILES): CC1(C)C=C[C@@H](Br)C1

XYZ file:
```
19
Properties=species:S:1:pos:R:3:forces:R:3
C 0.9685 1.7555 -0.8969 1.2 -1.0 0.6
C -0.0277 0.9036 -1.0638 -0.2 1.0 -1.1
C 0.9241 0.1566 1.0523 0.9 2.9 -3.5
C 1.6968 1.4570 0.3864 -2.0 -0.7 1.6
C -0.2171 -0.0746 0.0063 0.0 -1.3 1.3
C -1.5453 0.2511 0.7170 1.5 -2.6 1.7
C -0.0461 -1.4897 -0.6031 -0.7 -0.2 6.1
Br 1.1195 3.1186 1.3935 0.7 -0.2 0.4
H 1.3280 2.6186 -1.4235 -0.3 0.0 -0.6
H -0.7738 0.8988 -1.8556 0.2 0.2 -0.1
H 1.6250 -0.5944 1.2144 1.4 -1.9 -0.9
H 0.6782 0.2625 2.0516 -1.4 1.2 1.8
H 2.7845 1.3863 0.4165 -0.2 0.3 -0.1
H -1.6780 -0.5167 1.5499 0.5 1.4 -0.3
H -2.4163 0.0478 0.2129 -1.9 -0.2 -2.1
H -1.5391 1.2710 1.0095 0.0 0.8 0.8
H 0.0305 -2.2374 0.3182 -0.3 1.2 -2.0
H 0.8341 -1.5082 -1.0914 3.2 -0.2 -1.6
H -0.7783 -1.7863 -1.2375 -2.5 -0.8 -1.8
```
Forces are in eV/Å.

---

# C7H11BrFNO2

A single C7H11BrFNO2 molecule (wB97M-V/def2-TZVPD, OMol25).

Results
Electronic energy (hartree): -3152.3350
HOMO level (eV): -10.658
LUMO energy (eV): 0.6
Gap between HOMO and LUMO (eV): 11.23
ΔE to the lowest compared entry with this formula, charge and spin (kJ/mol): 131.6
Structure (SMILES): C[C@@]1(F)CCC[C@@H]([N+](=O)[O-])[C@@H]1Br

XYZ file:
```
23
Properties=species:S:1:pos:R:3:forces:R:3
C -0.1414 1.3992 0.5188 1.7 1.3 -1.8
C 1.4593 1.1830 0.6273 -1.3 0.3 0.5
C -0.9469 0.1193 0.4075 1.9 -0.3 1.6
C 1.7988 0.2876 -0.5563 1.4 1.0 0.4
C 1.0638 -0.9886 -0.5662 -1.4 0.8 -2.8
C -0.4216 -0.6415 -0.8725 -2.0 0.8 0.9
C -1.3273 -1.7834 -1.2564 -2.3 -0.4 -0.5
N 3.2872 0.0782 -0.6110 -1.2 0.6 0.4
O 3.8715 0.7360 -1.4137 1.0 0.9 -1.3
O 3.7858 -0.6414 0.1893 0.9 -1.6 1.6
F -0.5677 0.3254 -1.9167 0.8 -0.9 0.3
Br 1.7773 -2.0876 -2.0087 0.0 -0.3 0.2
H -0.4622 2.0670 1.2998 -0.2 0.0 0.5
H -0.3629 1.9464 -0.4676 0.6 -0.4 1.5
H 2.0301 2.1653 0.5525 -0.8 -1.3 0.1
H 1.7058 0.6657 1.6076 -0.2 0.6 -1.1
H -0.7179 -0.4700 1.3381 -0.2 0.0 -0.9
H -1.9658 0.4495 0.5788 -0.6 -0.6 -1.1
H 1.7034 0.8168 -1.4704 -0.8 0.5 -0.8
H 1.1301 -1.4629 0.3540 0.2 -1.3 1.5
H -1.0538 -2.3136 -2.1766 0.2 0.7 -0.1
H -2.4698 -1.3810 -1.4196 2.9 -1.1 0.7
H -1.2549 -2.6151 -0.5286 -0.4 0.7 0.1
```
Forces are in eV/Å.

---

# C7H11BrN2O8P3

A gas-phase ion, C7H11BrN2O8P3 (charge +1) (wB97M-V/def2-TZVPD, OMol25).

Results
Total charge: +1
Electronic energy (hartree): -4582.7628
HOMO level (eV): -13.169
LUMO energy (eV): -4.9
Gap between HOMO and LUMO (eV): 8.28
Structure (SMILES): Nc1c(C(=O)OBr)cc[n+](PP(=O)(O)O)c1CP(=O)(O)O

XYZ file:
```
32
Properties=species:S:1:pos:R:3:forces:R:3
N -1.8432 -1.2921 -1.2322 0.4 -0.5 -0.3
C -0.5417 -0.8636 -0.9990 -0.1 -0.2 0.0
C 0.6003 -1.4434 -1.5654 -0.1 0.0 0.1
C 0.4329 -2.5343 -2.5886 -0.3 -0.6 0.2
O -0.2163 -3.5141 -2.3682 0.4 0.5 -0.2
O 1.0158 -2.2549 -3.7961 0.2 0.1 0.1
Br 2.6445 -3.0672 -4.0204 -0.1 -0.1 -0.1
C 1.8719 -1.0556 -1.1452 -0.2 -0.1 -0.1
C 1.9830 -0.0956 -0.1823 0.0 0.0 -0.1
N 0.8839 0.5102 0.3338 -0.3 -0.1 -0.4
P 1.1271 1.7907 1.5672 -0.4 0.6 -0.1
P 1.3895 0.4622 3.2969 -0.2 0.0 0.4
O 0.1657 0.5254 4.0940 0.1 0.0 -0.2
O 2.7379 0.8756 4.0253 0.1 -0.1 -0.4
O 1.7138 -0.9503 2.6421 0.2 0.0 0.4
C -0.3800 0.1532 -0.0526 0.7 0.3 0.1
C -1.5711 0.8108 0.5530 0.1 -0.1 0.3
P -2.7672 1.5897 -0.5911 -0.2 0.3 0.3
O -3.8969 0.7630 -1.0125 0.2 0.1 -0.1
O -1.8129 2.0774 -1.7699 -0.2 -0.1 -0.1
O -3.1268 2.9458 0.1589 0.3 -0.2 0.0
H -2.4337 -0.7022 -1.8046 -0.2 0.1 0.3
H -1.8923 -2.2564 -1.5319 0.0 0.0 -0.1
H 2.7646 -1.5083 -1.5561 -0.1 0.1 0.0
H 2.9440 0.2164 0.1983 -0.1 0.0 0.0
H 2.4562 2.0879 1.2165 0.1 -0.3 0.0
H 3.0150 1.7953 3.9413 0.0 0.0 0.3
H 1.5989 -1.6557 3.3013 0.0 -0.1 -0.2
H -1.2491 1.5979 1.2289 0.0 0.0 0.1
H -2.1197 0.0704 1.1456 0.0 0.0 -0.1
H -2.3059 2.0603 -2.6049 0.2 0.1 -0.1
H -3.1885 2.8616 1.1176 -0.3 0.1 0.0
```
Forces are in eV/Å.